Run P
A single CH3BCl2 molecule. Source: the Open Molecules 2025 dataset; level of theory: wB97M-V/def2-TZVPD.

Last column: natural (NBO) charge in e.
Positions of all 7 atoms, in Å:
Cl: 3.079 -0.384 -0.038  -0.196
B: 1.237 -0.480 0.336  0.504
C: -0.292 -0.302 -0.469  -0.677
Cl: -0.933 -1.881 0.077  -0.028
H: 0.853 -0.460 1.530  -0.071
H: -0.964 0.558 -0.184  0.249
H: -0.111 -0.302 -1.516  0.219

multiplicity	1
SMILES	ClBCCl
E_HOMO	-10.49	eV
HOMO-LUMO gap	0.383	hartree

Run Q
A molecular structure, CH3BCl2. Source: the Open Molecules 2025 dataset; level of theory: wB97M-V/def2-TZVPD.

Last column: natural (NBO) charge in e.
Positions of all 7 atoms, in Å:
B: 0.214 0.148 0.324  0.028
C: -1.307 0.080 -0.485  -0.393
Cl: -0.776 1.712 0.032  0.231
Cl: -2.854 -0.522 0.143  0.001
H: 0.132 -0.289 1.291  -0.072
H: -1.470 -0.052 -1.502  0.224
H: 1.658 0.404 0.095  -0.019

multiplicity	1
E_HOMO	-10.27	eV
HOMO-LUMO gap	0.395	hartree

Result of the stability comparison: run P is the most stable of them.

Run P
3 unconnected molecules or ions with the total composition C4H13NO2. Source: the Open Molecules 2025 dataset; level of theory: wB97M-V/def2-TZVPD.

Last column: natural (NBO) charge in e.
Positions of all 20 atoms, in Å:
C: 1.069 -0.329 0.879  -0.312
N: 0.822 -1.658 0.428  -0.106
C: -0.542 -1.861 -0.029  -0.291
C: -1.330 -0.713 0.601  -0.426
C: -0.270 0.406 0.596  -0.415
H: 1.785 0.161 0.262  0.297
H: 1.410 -0.236 1.922  0.287
H: 1.499 -2.253 -0.027  0.423
H: -0.773 -2.997 0.156  0.281
H: -0.675 -1.731 -1.078  0.266
H: -2.239 -0.640 -0.023  0.258
H: -1.678 -0.933 1.607  0.243
H: -0.426 1.226 1.349  0.258
H: -0.125 0.927 -0.329  0.226
H: 2.750 -1.180 -2.126  0.470
H: 1.516 -0.279 -2.324  0.461
O: 2.471 -0.228 -2.145  -0.923
H: -1.618 3.400 -0.237  0.450
H: -1.636 4.625 0.675  0.471
O: -2.008 4.292 -0.155  -0.919

net charge	+1
expectation value of S²	0.75
multiplicity	2
E_HOMO (spin up / spin down)	-14.05 / -14.05	eV
HOMO-LUMO gap (spin up / spin down)	0.384 / 0.224	hartree

Run Q
2 unconnected molecules or ions with the total composition C4H13NO2. Source: the Open Molecules 2025 dataset; level of theory: wB97M-V/def2-TZVPD.

Last column: natural (NBO) charge in e.
Positions of all 20 atoms, in Å:
C: 3.097 -0.007 -0.752  -0.542
C: 1.632 0.677 -1.030  -0.299
N: 1.099 1.190 0.199  -0.175
C: 0.587 0.144 1.155  -0.292
C: -0.902 0.440 1.486  -0.080
O: -1.748 0.609 0.350  -0.630
H: 3.031 -1.036 -0.393  0.240
H: 3.350 0.575 0.143  0.198
H: 3.777 0.012 -1.592  0.266
H: 0.985 -0.022 -1.560  0.253
H: 1.910 1.382 -1.813  0.275
H: 1.811 1.773 0.644  0.413
H: 1.246 0.020 2.022  0.268
H: 0.623 -0.734 0.492  0.240
H: -1.192 -0.466 2.069  0.222
H: -0.955 1.339 2.089  0.195
H: -1.064 1.103 -0.127  0.448
H: -3.683 -1.680 -1.189  0.480
H: -3.553 -3.117 -0.508  0.479
O: -3.235 -2.531 -1.190  -0.958

net charge	+1
expectation value of S²	0.76
multiplicity	2
E_HOMO (spin up / spin down)	-13.78 / -13.78	eV
HOMO-LUMO gap (spin up / spin down)	0.387 / 0.187	hartree

Result of the stability comparison: run P is the most stable of them.